ORCA calculation (ωB97M-V/def2-TZVPD) on 3 unconnected molecules or ions with the total composition C3H11NS in a non-equilibrium geometry.

```
16
C3H11NS (ωB97M-V/def2-TZVPD)
C -1.141 -0.786 0.901
C -0.003 -0.392 -0.025
C 0.487 -1.586 -0.881
N -0.384 0.699 -0.925
H -1.465 0.060 1.518
H -1.972 -1.152 0.288
H -0.838 -1.598 1.563
H 0.879 -0.056 0.533
H -0.258 -1.809 -1.644
H 0.516 -2.502 -0.287
H 1.468 -1.406 -1.313
H 0.130 1.576 -0.618
H 1.997 1.689 0.101
H -1.388 0.849 -0.786
S 0.671 2.708 1.092
H 1.302 3.706 0.482
```

Properties
LUMO level (spin up / spin down)	-5.8 / -8.4	eV
charge	+1
E	-573.4172	Eh
orbital gap (spin up / spin down)	0.3388 / 0.2321	Ha
energy above the lowest of the compared OMol25 structures with the same formula, charge and spin	76.93	kcal/mol
spin multiplicity	2
HOMO level (spin up / spin down)	-14.989 / -14.756	eV

ORCA calculation (ωB97M-V/def2-TZVPD) on 2 unconnected molecules or ions with the total composition C3H11NS2 in a non-equilibrium geometry.

```
17
C3H11NS2 (ωB97M-V/def2-TZVPD)
C -0.700 -0.011 -2.637
C -0.487 -0.370 -1.183
N -1.497 -1.304 -0.640
H -1.367 0.840 -2.789
H 0.254 0.349 -3.018
H -1.131 -0.794 -3.260
H 0.478 -0.871 -1.069
H -0.493 0.468 -0.480
H -2.135 -0.861 0.006
H -2.061 -1.710 -1.374
C 1.041 -0.274 2.528
S 2.089 0.955 3.327
S 2.350 2.468 1.954
H 0.971 -0.121 1.456
H 0.038 -0.308 2.934
H 1.568 -1.224 2.623
H 1.081 2.768 1.623
```

Properties
LUMO level	0.5	eV
E	-971.9983	Eh
orbital gap	0.3340	Ha
energy above the lowest of the compared OMol25 structures with the same formula, charge and spin	12.46	kcal/mol
SMILES string	CCN.CSS
spin multiplicity	1
HOMO level	-8.544	eV

ORCA calculation (ωB97M-V/def2-TZVPD) on 2 unconnected molecules or ions with the total composition C3H11NS2 in a non-equilibrium geometry.

```
17
C3H11NS2 (ωB97M-V/def2-TZVPD)
C 0.785 -2.400 1.724
S 0.555 -1.263 0.362
S 1.197 0.510 1.328
C 1.117 1.639 -0.091
H 1.770 -2.288 2.239
H -0.040 -2.273 2.468
H 0.742 -3.429 1.269
H 0.091 1.585 -0.520
H 1.218 2.645 0.302
H 1.894 1.461 -0.920
C -2.962 1.338 -1.843
N -2.052 0.819 -2.870
H -2.859 0.852 -0.890
H -4.037 1.185 -2.184
H -2.815 2.407 -1.719
H -1.045 0.835 -2.583
H -2.222 -0.129 -3.141
```

Properties
LUMO level	0.5	eV
E	-971.9939	Eh
orbital gap	0.3126	Ha
energy above the lowest of the compared OMol25 structures with the same formula, charge and spin	15.20	kcal/mol
SMILES string	CSSC.CN
spin multiplicity	1
HOMO level	-8.021	eV

ORCA calculation (ωB97M-V/def2-TZVPD) on 2 unconnected molecules or ions with the total composition C3H11O in a non-equilibrium geometry.

```
15
C3H11O (ωB97M-V/def2-TZVPD)
O 0.856 -1.707 -1.305
H 0.561 -0.941 -0.758
H 0.183 -2.215 -1.800
H 1.395 -2.340 -0.789
C 0.890 1.078 0.123
C -0.623 1.009 0.050
C -1.190 -0.049 0.960
H 1.410 0.134 -0.071
H 1.303 1.859 -0.529
H 1.211 1.352 1.122
H -1.010 1.979 0.336
H -0.914 0.873 -0.989
H -0.741 -0.009 1.955
H -1.064 -1.080 0.590
H -2.268 0.057 1.104
```

Properties
LUMO level	-4.9	eV
charge	+1
E	-195.8113	Eh
orbital gap	0.4046	Ha
energy above the lowest of the compared OMol25 structures with the same formula, charge and spin	3.18	kcal/mol
spin multiplicity	1
HOMO level	-15.861	eV

ORCA calculation (ωB97M-V/def2-TZVPD) on 2 unconnected molecules or ions with the total composition C3H11O in a non-equilibrium geometry.

```
15
C3H11O (ωB97M-V/def2-TZVPD)
O -2.249 0.976 -1.460
H -2.452 1.533 -0.683
H -2.343 1.462 -2.309
H -1.484 0.370 -1.410
C 0.030 -0.743 1.660
C 1.267 -0.645 0.595
C 1.109 0.203 -0.591
H 0.084 0.307 2.012
H 0.234 -1.462 2.451
H -0.900 -1.016 1.169
H 1.188 -1.752 0.309
H 2.203 -0.470 1.121
H 2.025 0.092 -1.199
H 0.314 -0.137 -1.250
H 0.974 1.282 -0.413
```

Properties
LUMO level (spin up / spin down)	-8.7 / -14.2	eV
charge	+2
E	-195.2711	Eh
orbital gap (spin up / spin down)	0.4793 / 0.2932	Ha
energy above the lowest of the compared OMol25 structures with the same formula, charge and spin	8.84	kcal/mol
spin multiplicity	2
HOMO level (spin up / spin down)	-21.747 / -22.151	eV

ORCA calculation (ωB97M-V/def2-TZVPD) on 3 unconnected molecules or ions with the total composition C3H11O2S in a non-equilibrium geometry.

```
17
C3H11O2S (ωB97M-V/def2-TZVPD)
C -0.714 2.720 0.325
C 0.057 1.591 0.909
C 0.965 1.186 -0.230
S 0.750 -0.653 -0.729
H -0.087 3.633 0.250
H -1.592 3.041 0.960
H -1.207 2.387 -0.632
H 0.604 1.992 1.761
H -0.297 0.666 1.355
H 2.065 1.248 0.108
H 1.034 1.886 -1.080
H -2.909 -0.813 -1.916
H -1.935 -0.713 -0.797
O -2.837 -1.035 -1.008
H 0.512 -3.147 1.452
H 1.233 -2.027 0.944
O 1.429 -2.802 1.412
```

Properties
LUMO level	3.9	eV
charge	-1
E	-669.5805	Eh
orbital gap	0.2579	Ha
energy above the lowest of the compared OMol25 structures with the same formula, charge and spin	25.37	kcal/mol
spin multiplicity	1
HOMO level	-3.119	eV

ORCA calculation (ωB97M-V/def2-TZVPD) on 3 unconnected molecules or ions with the total composition C3H11O3 in a non-equilibrium geometry.

```
17
C3H11O3 (ωB97M-V/def2-TZVPD)
C -0.059 -0.107 -0.738
O -0.225 0.784 0.280
C 0.506 -1.464 -0.288
C -0.116 -2.687 -1.060
H 0.526 0.320 -1.590
H -1.041 -0.347 -1.207
H 0.303 -1.589 0.778
H 1.569 -1.687 -0.357
H -0.894 -2.274 -1.693
H -0.566 -3.348 -0.349
H 0.519 -3.293 -1.687
H 0.483 2.736 -1.523
H 0.673 2.100 -0.211
O 1.185 2.718 -0.835
H -0.536 0.355 1.819
H -1.826 0.689 2.056
O -1.093 0.521 2.674
```

Properties
LUMO level	4.1	eV
charge	-1
E	-346.6253	Eh
orbital gap	0.2948	Ha
energy above the lowest of the compared OMol25 structures with the same formula, charge and spin	17.03	kcal/mol
spin multiplicity	1
HOMO level	-3.935	eV

ORCA calculation (ωB97M-V/def2-TZVPD) on 3 unconnected molecules or ions with the total composition C3H11O3S2 in a non-equilibrium geometry.

```
19
C3H11O3S2 (ωB97M-V/def2-TZVPD)
C 0.597 -0.126 1.203
C 1.465 -1.159 1.895
O 2.167 -1.923 0.864
C -0.871 -0.408 1.386
S -1.892 -0.103 -0.170
S -1.626 1.872 -0.500
H 0.794 -0.320 0.062
H 1.004 0.865 1.357
H 2.084 -0.642 2.665
H 1.001 -1.987 2.360
H -1.391 -0.177 2.419
H -1.004 -1.721 1.551
H -0.999 -0.327 -2.469
H 0.261 -0.064 -3.092
H 2.211 -1.334 0.056
O -0.115 -0.324 -2.291
H 2.132 0.982 -1.036
H 3.320 0.619 -0.208
O 2.914 0.492 -1.055
```

Properties
LUMO level	3.4	eV
charge	-1
E	-1142.9653	Eh
orbital gap	0.2049	Ha
energy above the lowest of the compared OMol25 structures with the same formula, charge and spin	72.13	kcal/mol
spin multiplicity	1
HOMO level	-2.206	eV

ORCA calculation (ωB97M-V/def2-TZVPD) on a molecular structure, C3H11O4 in a non-equilibrium geometry.

```
18
C3H11O4 (ωB97M-V/def2-TZVPD)
C -0.649 -0.723 -1.118
C -0.914 -2.077 -0.476
O 0.033 -2.342 0.493
C 0.754 -0.082 -1.302
O -0.489 3.209 -0.224
H 0.022 -0.034 -0.242
H -1.486 -0.262 -1.726
H -1.907 -2.035 -0.138
H -0.908 -2.900 -1.328
H 1.641 -0.122 0.956
H 1.688 -0.628 -1.497
H 0.839 0.955 -1.688
H -0.604 4.058 0.165
H -0.388 2.269 1.156
O -0.523 1.739 2.040
H 0.962 -1.463 1.165
H 0.315 1.265 2.164
O 1.613 -0.827 1.602
```

Properties
LUMO level	1.2	eV
charge	-1
E	-421.6685	Eh
orbital gap	0.1807	Ha
energy above the lowest of the compared OMol25 structures with the same formula, charge and spin	152.14	kcal/mol
spin multiplicity	1
HOMO level	-3.764	eV

ORCA calculation (ωB97M-V/def2-TZVPD) on C3H11OPSi in the gas phase in a non-equilibrium geometry.

```
17
C3H11OPSi (ωB97M-V/def2-TZVPD)
C 1.227 -1.925 -0.831
P -0.525 -2.005 -0.089
Si -0.800 0.168 0.606
C -1.111 1.226 -1.086
C 0.655 0.867 1.528
O -2.187 0.359 1.566
H 1.590 -2.996 -0.698
H 1.129 -1.691 -1.852
H 1.887 -1.171 -0.299
H -0.268 -2.607 1.069
H -0.200 1.303 -1.661
H -1.866 0.569 -1.583
H -1.610 2.080 -0.847
H 1.284 1.561 0.948
H 0.503 1.257 2.559
H 1.346 0.008 1.707
H -2.859 -0.389 1.546
```

Properties
LUMO level	0.8	eV
E	-827.0158	Eh
orbital gap	0.3504	Ha
energy above the lowest of the compared OMol25 structures with the same formula, charge and spin	0.00	kcal/mol
SMILES string	CP[Si](C)(C)O
spin multiplicity	1
HOMO level	-8.779	eV

ORCA calculation (ωB97M-V/def2-TZVPD) on a molecular structure, C3H12B2Br2Na6O3 in a non-equilibrium geometry.

```
28
C3H12B2Br2Na6O3 (ωB97M-V/def2-TZVPD)
Na 2.339 0.160 -4.051
Na 4.247 -0.046 -0.716
Na 2.282 -2.513 0.189
Na -1.232 -0.590 0.587
Na -0.638 -0.164 -3.361
Na 0.396 3.048 -2.431
C 1.291 0.627 -0.972
O 1.715 -0.126 -0.066
O 0.061 0.937 -1.065
O 1.995 1.226 -1.853
B -0.258 -3.148 0.806
H -1.077 -2.588 1.369
H 0.488 -3.692 1.522
H -0.673 -3.936 0.064
H 0.230 -2.443 0.074
B -2.253 -1.560 -1.789
H -2.944 -1.727 -0.871
H -2.330 -2.491 -2.477
H -2.529 -0.581 -2.310
H -1.203 -1.482 -1.354
Br -0.128 4.633 1.187
C 0.104 3.368 2.629
C -0.081 1.963 2.080
Br -0.056 0.487 3.412
H -0.559 3.650 3.438
H 1.142 3.434 2.945
H 0.725 1.715 1.401
H -1.054 1.840 1.614
```

Properties
LUMO level	-9.0	eV
charge	+2
E	-6518.2866	Eh
orbital gap	0.1610	Ha
energy above the lowest of the compared OMol25 structures with the same formula, charge and spin	10.06	kcal/mol
spin multiplicity	1
HOMO level	-13.367	eV

ORCA calculation (ωB97M-V/def2-TZVPD) on a molecular structure, C3H12F9O15S3Y in a non-equilibrium geometry.

```
43
C3H12F9O15S3Y (ωB97M-V/def2-TZVPD)
Y -0.514 -0.018 -0.166
C 3.928 1.046 -1.033
F 3.288 2.141 -0.564
F 4.920 1.450 -1.823
F 4.451 0.408 0.022
S 2.754 -0.046 -1.982
O 3.438 -1.294 -2.136
O 1.607 -0.059 -1.060
O 2.476 0.732 -3.171
C 1.793 -3.758 0.067
F 1.336 -4.182 1.256
F 2.434 -2.609 0.278
F 2.636 -4.657 -0.413
S 0.365 -3.538 -1.116
O -0.127 -2.199 -0.727
O 0.896 -3.561 -2.452
O -0.549 -4.593 -0.772
C -3.547 2.483 2.258
F -4.034 3.342 3.138
F -4.142 1.298 2.445
F -3.864 2.901 1.035
S -1.709 2.341 2.490
O -1.209 3.594 1.970
O -1.513 2.067 3.887
O -1.364 1.190 1.637
O -2.295 1.498 -0.873
H -2.252 2.459 -0.917
H -3.115 1.240 -1.307
O 0.280 2.223 -0.735
H 0.492 2.590 -1.599
H 0.687 2.812 -0.091
O -0.661 -0.381 -2.570
H -0.290 -1.064 -3.143
H -1.100 0.251 -3.148
O -0.542 -1.342 1.816
H -0.346 -1.072 2.719
H -0.745 -2.283 1.851
O -2.632 -1.040 -0.142
H -2.792 -1.844 -0.650
H -3.377 -0.940 0.461
O 1.416 0.739 1.443
H 1.548 0.168 2.205
H 1.971 1.507 1.612
```

Properties
LUMO level	-1.0	eV
E	-3382.0998	Eh
orbital gap	0.3349	Ha
energy above the lowest of the compared OMol25 structures with the same formula, charge and spin	0.00	kcal/mol
spin multiplicity	1
HOMO level	-10.110	eV

ORCA calculation (ωB97M-V/def2-TZVPD) on 2 unconnected molecules or ions with the total composition C3H12N.

```
16
C3H12N (ωB97M-V/def2-TZVPD)
N -1.841 0.571 -2.231
H -2.418 0.813 -3.044
H -2.176 -0.267 -1.749
H -0.871 0.394 -2.507
H -1.871 1.359 -1.578
C 1.095 -0.180 2.192
C 0.219 -0.409 0.960
C 0.989 -0.167 -0.341
H 2.008 -0.760 2.083
H 0.632 -0.557 3.100
H 1.376 0.866 2.270
H -0.661 0.247 1.004
H -0.139 -1.446 0.946
H 0.424 -0.521 -1.208
H 1.254 0.887 -0.465
H 1.941 -0.692 -0.360
```

Properties
LUMO level	-4.4	eV
charge	+1
E	-175.9848	Eh
orbital gap	0.3880	Ha
energy above the lowest of the compared OMol25 structures with the same formula, charge and spin	7.97	kcal/mol
spin multiplicity	1
HOMO level	-14.977	eV

ORCA calculation (ωB97M-V/def2-TZVPD) on 2 unconnected molecules or ions with the total composition C3H12N2 in a non-equilibrium geometry.

```
17
C3H12N2 (ωB97M-V/def2-TZVPD)
C -1.205 -2.890 0.662
N -1.391 -4.149 1.388
H -0.859 -2.934 -0.364
H -2.184 -2.385 0.688
H -0.631 -2.170 1.256
H -1.017 -4.913 0.837
H -0.778 -4.129 2.197
C 1.623 2.909 -1.500
N 0.376 2.426 -0.998
C 0.212 1.582 0.188
H 2.407 2.175 -1.399
H 1.849 3.821 -0.933
H 1.529 3.190 -2.548
H -0.303 3.188 -0.945
H 0.969 1.811 0.935
H -0.707 1.924 0.662
H 0.112 0.545 -0.127
```

Properties
LUMO level (spin up / spin down)	-3.6 / -8.4	eV
charge	+1
E	-230.6439	Eh
orbital gap (spin up / spin down)	0.2916 / 0.1180	Ha
energy above the lowest of the compared OMol25 structures with the same formula, charge and spin	17.47	kcal/mol
spin multiplicity	2
HOMO level (spin up / spin down)	-11.578 / -11.577	eV